Density functional theory data (ωB97M-V/def2-TZVPD) for a 11-piece molecular cluster, C33H59Br20O5P overall.

Positions of all 118 atoms, in Å:
C 2.259 -6.981 -4.824
C 1.439 -6.542 -6.043
O 0.614 -5.376 -5.828
C 1.187 -4.187 -6.220
O 0.727 -3.602 -7.159
C 2.393 -3.775 -5.416
C 2.876 -2.338 -5.645
C 2.524 -1.320 -4.557
C 2.983 -1.632 -3.156
C 2.736 -0.891 -2.062
P 1.780 0.667 -2.109
C 3.052 1.958 -1.690
C 0.554 0.680 -0.726
C 1.069 1.130 0.648
C 3.358 -1.547 -0.892
O 3.301 -1.265 0.251
O 4.042 -2.670 -1.342
C 3.844 -2.783 -2.693
O 4.342 -3.669 -3.321
H 2.451 -6.158 -4.138
H 1.793 -7.785 -4.256
H 3.238 -7.324 -5.166
H 0.762 -7.352 -6.303
H 2.117 -6.336 -6.873
H 2.191 -4.002 -4.374
H 3.199 -4.446 -5.723
H 2.429 -1.982 -6.575
H 3.951 -2.362 -5.825
H 3.034 -0.390 -4.824
H 1.455 -1.109 -4.560
H 3.892 1.447 -1.213
H 2.689 2.705 -0.990
H 3.398 2.426 -2.608
H 0.017 -0.268 -0.666
H -0.179 1.427 -1.044
H 1.950 0.583 0.978
H 0.273 0.952 1.378
H 1.275 2.201 0.669
Br 1.123 -1.968 2.868
C 2.358 -3.446 2.614
C 1.740 -4.759 3.010
Br 1.668 -4.954 4.946
H 3.250 -3.209 3.186
H 2.600 -3.442 1.554
H 2.351 -5.588 2.659
H 0.725 -4.877 2.645
Br 1.185 0.400 5.992
C 0.490 1.768 4.798
C -1.015 1.816 4.820
Br -1.794 0.349 3.807
H 0.889 1.558 3.809
H 0.904 2.705 5.164
H -1.376 2.720 4.334
H -1.421 1.756 5.825
Br -2.647 -1.598 -6.317
C -2.322 -3.515 -6.409
C -3.610 -4.290 -6.442
Br -4.445 -4.378 -4.685
H -1.693 -3.772 -5.565
H -1.763 -3.662 -7.329
H -3.420 -5.324 -6.721
H -4.344 -3.858 -7.115
Br -3.722 1.070 -1.380
C -3.968 1.974 -3.088
C -2.760 1.822 -3.967
Br -1.293 2.963 -3.417
H -4.194 3.013 -2.870
H -4.835 1.497 -3.542
H -2.987 2.133 -4.984
H -2.364 0.811 -3.980
Br -5.877 3.249 1.580
C -6.363 4.787 0.499
C -5.804 4.686 -0.895
Br -3.898 5.080 -0.927
H -6.013 5.667 1.027
H -7.450 4.791 0.473
H -6.262 5.429 -1.545
H -5.928 3.698 -1.329
Br 6.506 -4.686 9.298
C 5.410 -5.310 7.816
C 5.344 -4.298 6.705
Br 4.153 -2.827 7.138
H 4.433 -5.546 8.225
H 5.890 -6.223 7.470
H 4.923 -4.750 5.808
H 6.311 -3.863 6.474
Br -0.694 7.545 -3.025
C -0.734 7.177 -1.116
C 0.631 6.838 -0.585
Br 1.157 5.029 -1.069
H -1.450 6.377 -0.966
H -1.106 8.089 -0.654
H 0.631 6.856 0.503
H 1.407 7.500 -0.957
Br -5.470 6.047 4.847
C -6.304 7.469 3.820
C -7.800 7.483 3.989
Br -8.658 6.058 2.978
H -5.999 7.329 2.788
H -5.874 8.392 4.202
H -8.216 8.407 3.594
H -8.107 7.359 5.023
Br -5.811 7.798 8.565
C -6.648 6.045 8.464
C -6.648 5.350 9.799
Br -4.890 4.642 10.239
H -6.117 5.489 7.699
H -7.668 6.231 8.133
H -7.308 4.486 9.776
H -6.935 6.006 10.614
Br 8.669 -6.743 -3.472
C 8.739 -5.322 -2.144
C 7.691 -5.500 -1.080
Br 5.928 -4.991 -1.743
H 8.633 -4.385 -2.682
H 9.737 -5.382 -1.714
H 7.888 -4.838 -0.239
H 7.626 -6.525 -0.725

Properties
Highest occupied orbital energy ... -8.3 eV
HOMO-LUMO gap ... 7.336 eV
SMILES ... CCOC(=O)CCCC1=C(P(C)CC)C(=O)OC1=O.BrCCBr.BrCCBr.BrCCBr.BrCCBr.BrCCBr.BrCCBr.BrCCBr.BrCCBr.BrCCBr.BrCCBr


Density functional theory data (ωB97M-V/def2-TZVPD) for a 11-piece molecular cluster, C33H59F15N11O27P overall.

Positions of all 146 atoms, in Å:
C -0.873 6.390 0.879
C -1.846 6.030 2.000
O -1.836 4.635 2.380
P -2.366 3.606 1.256
O -3.090 4.277 0.158
C -3.482 2.504 2.179
C -3.483 1.030 1.664
C -3.672 -0.007 2.785
C -2.904 -1.341 2.685
C -3.083 -2.159 1.395
C -2.719 -1.638 -0.017
C -2.156 -2.760 -0.843
F -2.943 -3.804 -1.181
C -0.894 -2.768 -1.264
F -0.218 -3.858 -1.600
F -0.148 -1.678 -1.396
O -1.566 -1.359 3.236
C -0.508 -0.877 2.529
O -0.448 0.560 2.467
C -0.617 1.128 3.617
N -0.696 1.616 4.663
C 0.767 -1.369 3.286
O 1.878 -0.607 2.939
O 0.881 -2.710 2.885
C 2.016 -3.404 3.350
C 2.409 -3.149 4.800
C 1.289 -3.495 5.791
C 1.110 -4.978 6.010
F 0.240 -5.164 7.037
F 2.243 -5.612 6.345
F 0.546 -5.597 4.956
C 3.248 -3.242 2.405
F 2.857 -2.739 1.213
F 4.152 -2.379 2.939
C 3.983 -4.583 2.177
F 4.148 -5.240 3.347
F 3.175 -5.348 1.414
C 5.395 -4.480 1.542
F 5.776 -5.752 1.277
F 6.288 -3.960 2.390
C 5.505 -3.698 0.199
F 6.665 -4.032 -0.387
F 4.530 -4.017 -0.651
F 5.533 -2.387 0.413
O -1.081 2.774 0.802
C -0.628 2.942 -0.559
C 0.888 2.754 -0.567
H -1.379 6.522 -0.075
H -0.088 5.646 0.745
H -0.378 7.324 1.145
H -1.540 6.568 2.896
H -2.871 6.332 1.790
H -4.467 2.953 2.071
H -3.206 2.571 3.233
H -4.332 0.975 0.979
H -2.603 0.885 1.046
H -4.722 -0.255 2.939
H -3.357 0.448 3.725
H -3.430 -1.969 3.408
H -4.138 -2.430 1.362
H -2.549 -3.098 1.580
H -3.641 -1.306 -0.541
H -1.991 -0.836 -0.091
H -0.395 -1.271 1.516
H 0.534 -1.237 4.343
H 1.927 -0.602 1.973
H 1.752 -4.461 3.285
H 3.253 -3.784 5.063
H 2.756 -2.134 4.977
H 0.309 -3.103 5.519
H 1.548 -3.041 6.747
H -0.869 3.915 -0.977
H -1.056 2.129 -1.135
H 1.099 1.750 -0.192
H 1.300 2.921 -1.556
H 1.301 3.431 0.183
C 2.823 4.709 -4.289
N 2.701 5.724 -3.208
O 3.227 6.806 -3.361
O 2.061 5.392 -2.227
H 3.404 5.133 -5.099
H 3.317 3.837 -3.871
H 1.817 4.467 -4.618
C -4.014 -0.960 -3.856
N -4.024 0.177 -2.899
O -3.688 1.263 -3.306
O -4.370 -0.067 -1.754
H -3.680 -0.596 -4.821
H -3.335 -1.710 -3.461
H -5.027 -1.348 -3.915
C -3.539 -6.351 -3.489
N -3.998 -5.511 -4.632
O -4.755 -4.593 -4.383
O -3.596 -5.813 -5.733
H -3.987 -5.965 -2.581
H -3.878 -7.362 -3.694
H -2.456 -6.301 -3.443
C 6.019 -5.627 6.675
N 5.222 -4.444 7.100
O 5.037 -3.563 6.281
O 4.808 -4.439 8.236
H 6.315 -5.488 5.642
H 6.884 -5.687 7.328
H 5.384 -6.501 6.788
C -4.884 4.430 -2.579
N -4.677 4.453 -4.051
O -4.482 5.522 -4.595
O -4.710 3.379 -4.618
H -4.826 5.443 -2.202
H -5.862 3.997 -2.391
H -4.096 3.815 -2.152
C 4.804 -3.442 -3.372
N 4.997 -2.952 -4.765
O 5.324 -1.791 -4.913
O 4.817 -3.751 -5.656
H 4.999 -2.620 -2.696
H 3.778 -3.786 -3.282
H 5.502 -4.257 -3.212
C -2.739 1.454 7.927
N -3.356 0.838 6.722
O -2.720 -0.006 6.133
O -4.460 1.234 6.404
H -1.764 1.006 8.077
H -2.656 2.520 7.739
H -3.399 1.256 8.766
C -0.845 7.527 -5.244
N 0.268 6.595 -5.575
O 1.323 7.070 -5.928
O 0.035 5.406 -5.466
H -0.493 8.542 -5.386
H -1.670 7.298 -5.911
H -1.121 7.347 -4.210
C 5.784 0.412 -3.917
N 5.040 1.682 -4.141
O 5.639 2.614 -4.633
O 3.870 1.695 -3.813
H 6.804 0.549 -4.254
H 5.746 0.199 -2.852
H 5.281 -0.366 -4.485
C -3.583 2.892 -7.428
N -2.989 1.652 -7.998
O -2.620 1.673 -9.153
O -2.913 0.692 -7.257
H -3.585 3.657 -8.196
H -4.591 2.656 -7.108
H -2.973 3.188 -6.582

Properties
Highest occupied orbital energy ... -9.7 eV
HOMO-LUMO gap ... 9.236 eV
SMILES ... CCOP(=O)(CCC[C@@H](CCC(F)=C(F)F)O[C@@H](OC#N)[C@H](O)O[C@H](CCC(F)(F)F)C(F)(F)C(F)(F)C(F)(F)C(F)(F)F)OCC.C[N+](=O)[O-].C[N+](=O)[O-].C[N+](=O)[O-].C[N+](=O)[O-].C[N+](=O)[O-].C[N+](=O)[O-].C[N+](=O)[O-].C[N+](=O)[O-].C[N+](=O)[O-].C[N+](=O)[O-]


Density functional theory data (ωB97M-V/def2-TZVPD) for C33H59N2O2P2Pt as an isolated structure.

Positions of all 99 atoms, in Å:
C -2.411 1.619 -0.715
C -2.657 -0.204 0.769
C -3.744 1.980 -0.536
C -3.974 0.224 1.065
C -4.514 1.314 0.412
H -4.107 2.814 -1.122
H -4.537 -0.371 1.786
H -5.531 1.626 0.613
N -1.873 0.620 -0.008
P 0.250 2.050 -1.383
P -0.489 -2.014 1.099
C -1.537 2.300 -1.751
H -1.751 1.854 -2.731
H -1.824 3.356 -1.838
C 1.927 -0.031 0.194
O 3.073 -0.044 0.402
C -2.166 -1.462 1.161
H -2.846 -2.042 1.800
C -1.044 -3.891 0.741
C 0.362 -1.998 2.845
C 1.090 1.964 -3.068
C 0.590 3.645 -0.423
C 0.034 -4.386 -0.222
H 1.038 -4.370 0.226
H -0.183 -5.420 -0.535
H 0.061 -3.753 -1.117
C -1.135 -4.782 1.979
H -0.199 -4.885 2.531
H -1.932 -4.440 2.650
H -1.424 -5.793 1.653
C -2.440 -3.999 0.108
H -2.585 -5.019 -0.288
H -3.241 -3.817 0.833
H -2.584 -3.291 -0.718
C 1.615 -2.891 2.752
H 2.324 -2.507 2.004
H 2.123 -2.886 3.728
H 1.395 -3.936 2.506
C 0.816 -0.589 3.232
H 1.533 -0.173 2.526
H -0.029 0.103 3.324
H 1.320 -0.633 4.211
C -0.578 -2.422 3.976
H -0.904 -3.460 3.937
H -0.031 -2.301 4.922
H -1.461 -1.773 4.004
C 2.102 3.760 -0.185
H 2.282 4.695 0.368
H 2.475 2.936 0.434
H 2.689 3.805 -1.111
C -0.127 3.580 0.931
H -1.212 3.466 0.826
H 0.259 2.772 1.560
H 0.056 4.524 1.465
C 0.085 4.910 -1.141
H 0.356 5.770 -0.511
H 0.547 5.066 -2.118
H -1.004 4.923 -1.260
C 0.153 1.312 -4.106
H -0.660 1.989 -4.404
H 0.737 1.094 -5.015
H -0.274 0.370 -3.736
C 2.360 1.101 -2.934
H 2.117 0.065 -2.665
H 2.869 1.083 -3.909
H 3.059 1.505 -2.190
C 1.472 3.353 -3.600
H 0.584 3.963 -3.816
H 2.150 3.900 -2.933
H 2.000 3.210 -4.556
Pt 0.136 0.025 -0.210
N -0.892 -1.082 -1.634
C -1.467 -2.063 -1.975
C -1.659 -2.881 -3.302
C -2.818 -3.862 -3.197
C -1.937 -1.883 -4.423
C -0.372 -3.646 -3.620
H -2.618 -4.640 -2.454
H -3.741 -3.339 -2.930
H -2.977 -4.370 -4.158
H -1.035 -1.302 -4.644
H -2.216 -2.401 -5.349
H -2.763 -1.213 -4.144
H -0.402 -4.091 -4.623
H 0.484 -2.959 -3.593
H -0.215 -4.468 -2.914
C 4.424 2.867 4.041
C 3.141 3.142 4.850
C 1.991 2.806 3.890
O 2.521 2.112 2.744
C 3.959 2.071 2.817
H 4.879 3.805 3.716
H 5.164 2.301 4.610
H 3.082 4.181 5.186
H 3.090 2.482 5.721
H 1.231 2.164 4.362
H 1.480 3.721 3.546
H 4.366 2.473 1.874
H 4.270 1.016 2.886

Properties
Highest occupied orbital energy (alpha / beta) ... -7.5 / -10.6 eV
HOMO-LUMO gap (alpha / beta) ... 5.133 / 6.264 eV
<S²> ... 2.0449
Spin multiplicity ... 3
Net charge ... +1


Density functional theory data (ωB97M-V/def2-TZVPD) for C33H59N4O3PTi as an isolated structure.

Positions of all 101 atoms, in Å:
Ti -11.910 -15.066 -2.524
N -12.347 -14.509 -0.299
C -13.573 -13.773 0.076
C -14.536 -13.663 -1.081
N -14.280 -14.820 -2.121
C -15.115 -14.764 -3.344
C -14.359 -14.634 -4.667
N -12.995 -15.129 -4.671
C -14.674 -16.060 -1.291
C -14.230 -17.353 -1.852
N -12.780 -17.194 -2.249
H -12.253 -15.322 0.343
H -11.520 -13.937 -0.029
H -13.332 -12.786 0.408
H -14.109 -14.265 0.921
H -14.549 -12.674 -1.615
H -15.550 -13.779 -0.753
H -15.756 -13.841 -3.297
H -15.782 -15.601 -3.419
H -14.357 -13.561 -4.920
H -15.056 -15.085 -5.415
H -12.396 -14.517 -5.264
H -12.941 -16.102 -5.060
H -15.743 -16.049 -1.006
H -14.123 -15.794 -0.388
H -14.827 -17.633 -2.792
H -14.371 -18.199 -1.135
H -12.554 -17.765 -3.041
H -12.176 -17.607 -1.487
C -6.236 -16.816 1.537
O -6.098 -17.085 0.028
C -7.060 -16.743 -0.856
C -6.543 -16.885 -2.196
C -7.346 -16.607 -3.247
C -8.733 -16.307 -3.008
C -9.571 -16.114 -4.123
C -9.023 -16.430 -5.489
O -10.814 -15.779 -4.038
C -9.201 -16.139 -1.661
O -10.512 -15.776 -1.462
C -8.368 -16.339 -0.562
H -5.275 -17.140 1.925
H -7.104 -17.343 1.954
H -6.353 -15.734 1.745
H -5.470 -17.147 -2.208
H -6.975 -16.803 -4.199
H -8.141 -15.778 -5.697
H -9.840 -16.265 -6.233
H -8.693 -17.449 -5.599
H -8.728 -16.195 0.471
C -9.624 -11.094 -2.718
C -10.764 -11.822 -3.480
C -11.870 -10.932 -3.985
C -11.289 -12.992 -2.608
H -9.191 -10.318 -3.403
H -8.878 -11.855 -2.493
H -10.004 -10.685 -1.729
H -10.246 -12.213 -4.385
H -12.072 -10.051 -3.411
H -12.845 -11.488 -3.943
H -11.777 -10.572 -5.035
H -12.088 -12.537 -2.012
H -10.509 -13.297 -1.879
C -7.101 -13.010 6.083
C -7.942 -12.932 4.755
C -8.195 -11.413 4.350
C -7.125 -13.596 3.668
P -9.607 -13.808 4.932
C -9.408 -15.425 5.821
C -9.553 -16.584 5.111
C -9.493 -17.775 5.829
C -8.953 -17.850 7.064
C -8.741 -16.644 7.735
C -8.990 -15.433 7.158
C -10.701 -12.821 6.160
C -9.989 -11.956 7.164
C -11.655 -13.857 6.848
C -11.638 -11.979 5.275
H -6.394 -12.139 6.105
H -6.511 -13.939 6.088
H -7.701 -12.884 6.976
H -7.203 -10.885 4.225
H -8.788 -10.805 5.049
H -8.736 -11.376 3.374
H -6.155 -13.093 3.522
H -7.615 -13.480 2.694
H -6.884 -14.623 3.930
H -9.713 -16.519 4.023
H -9.738 -18.709 5.367
H -8.630 -18.795 7.511
H -8.309 -16.683 8.689
H -8.814 -14.483 7.738
H -9.434 -12.503 7.947
H -10.786 -11.423 7.709
H -9.347 -11.181 6.663
H -11.140 -14.485 7.589
H -12.152 -14.433 6.083
H -12.469 -13.387 7.441
H -11.219 -11.016 4.909
H -12.576 -11.788 5.806
H -12.046 -12.521 4.399

Properties
Highest occupied orbital energy (alpha / beta) ... -3.5 / -6.7 eV
HOMO-LUMO gap (alpha / beta) ... 3.556 / 6.699 eV
<S²> ... 2.0436
Spin multiplicity ... 3


| no. | DFT total energy (Eh) |
| --- | --- |
| 1 | -53490.66284 |
| 2 | -5765.04522 |
| 3 | -2354.54607 |
| 4 | -2928.27571 |